Version a
{
  "formula": "C23H27N3O3S",
  "method": "ωB97M-V/def2-TZVPD",
  "elements": ["C", "C", "O", "C", "C", "C", "C", "C", "C", "H", "H", "N", "C", "O", "C", "H", "C", "N", "C", "S", "N", "C", "O", "C", "H", "H", "H", "C", "C", "H", "H", "C", "C", "C", "C", "C", "C", "C", "H", "H", "H", "H", "H", "H", "H", "H", "H", "H", "H", "H", "H", "H", "H", "H", "H", "H", "H"],
  "coordinates": [[-1.143, 0.182, 8.050], [-1.511, -1.241, 7.639], [-0.429, -1.935, 7.051], [-0.063, -1.662, 5.769], [1.077, -2.332, 5.317], [1.534, -2.151, 4.032], [0.867, -1.295, 3.157], [-0.269, -0.631, 3.600], [-0.728, -0.812, 4.893], [-1.615, -0.279, 5.195], [-0.794, 0.031, 2.933], [1.379, -1.158, 1.855], [0.957, -0.340, 0.859], [0.027, 0.430, 0.933], [1.803, -0.482, -0.407], [2.751, 0.038, -0.245], [1.115, 0.182, -1.605], [-0.218, -0.294, -1.872], [-1.120, 0.702, -1.775], [-2.739, 0.584, -1.969], [-0.453, 1.877, -1.508], [0.883, 1.671, -1.348], [1.717, 2.500, -1.088], [-1.114, 3.135, -1.295], [-0.346, 3.902, -1.216], [-1.699, 3.098, -0.375], [-1.779, 3.344, -2.133], [-0.557, -1.663, -2.151], [0.090, -2.204, -3.428], [-0.162, -3.264, -3.496], [1.177, -2.126, -3.353], [-0.395, -1.499, -4.701], [0.088, -0.078, -4.811], [-0.807, 0.983, -4.815], [-0.353, 2.289, -4.879], [1.003, 2.554, -4.950], [1.903, 1.503, -4.981], [1.447, 0.198, -4.915], [2.156, -0.619, -4.958], [2.963, 1.700, -5.055], [1.359, 3.572, -4.991], [-1.063, 3.103, -4.875], [-1.868, 0.787, -4.759], [-1.486, -1.515, -4.721], [-0.032, -2.065, -5.563], [-1.646, -1.694, -2.243], [-0.267, -2.291, -1.299], [1.755, 0.074, -2.491], [2.009, -1.533, -0.617], [2.199, -1.721, 1.677], [2.418, -2.678, 3.701], [1.587, -2.993, 5.999], [-1.758, -1.831, 8.526], [-2.381, -1.243, 6.971], [-1.990, 0.651, 8.544], [-0.301, 0.160, 8.737], [-0.864, 0.778, 7.185]],
  "gap_ev": 8.48,
  "smiles": "CCOc1ccc(NC(=O)C[C@@H]2C(=O)N(C)C(=S)N2CCCc2ccccc2)cc1",
  "lumo_ev": 0.4
}


Version b
{
  "formula": "C23H27N3O3S",
  "method": "ωB97M-V/def2-TZVPD",
  "elements": ["C", "H", "H", "H", "C", "C", "C", "C", "C", "C", "C", "H", "H", "N", "C", "O", "C", "C", "H", "C", "N", "C", "N", "H", "C", "C", "C", "C", "C", "O", "H", "H", "H", "H", "H", "S", "C", "H", "H", "C", "C", "H", "C", "H", "C", "H", "O", "H", "H", "H", "H", "H", "H", "H", "H", "H", "H"],
  "coordinates": [[-6.261, -0.367, -1.650], [-7.330, -0.260, -1.823], [-5.831, 0.628, -1.563], [-5.827, -0.867, -2.513], [-6.027, -1.173, -0.380], [-4.584, -1.393, -0.008], [-3.524, -0.931, -0.758], [-2.199, -1.159, -0.361], [-1.948, -1.877, 0.821], [-3.020, -2.349, 1.581], [-4.309, -2.106, 1.168], [-5.134, -2.471, 1.762], [-2.829, -2.900, 2.490], [-0.652, -2.102, 1.190], [0.457, -1.647, 0.530], [1.573, -1.946, 0.942], [0.193, -0.855, -0.662], [-1.077, -0.659, -1.083], [-1.270, -0.090, -1.983], [1.374, -0.221, -1.343], [1.798, 0.994, -0.671], [2.959, 1.099, 0.030], [3.552, -0.039, 0.428], [2.974, -0.874, 0.529], [4.844, -0.073, 1.072], [5.805, -0.898, 0.279], [6.205, -0.809, -1.022], [7.115, -1.874, -1.230], [7.198, -2.529, -0.042], [6.406, -1.948, 0.876], [7.764, -3.384, 0.269], [7.633, -2.112, -2.137], [5.894, -0.072, -1.734], [5.198, 0.962, 1.149], [4.757, -0.500, 2.076], [3.625, 2.596, 0.325], [0.933, 2.148, -0.773], [1.529, 3.012, -1.084], [0.167, 1.941, -1.520], [0.263, 2.492, 0.568], [-0.659, 3.721, 0.451], [-0.499, 4.392, 1.293], [-2.061, 3.114, 0.513], [-2.387, 2.795, -0.478], [-1.812, 1.894, 1.394], [-1.792, 2.185, 2.455], [-0.549, 1.402, 1.003], [-2.540, 1.091, 1.259], [-2.802, 3.790, 0.933], [-0.479, 4.271, -0.469], [1.055, 2.660, 1.308], [2.215, -0.917, -1.375], [1.104, 0.042, -2.373], [-0.474, -2.628, 2.039], [-3.691, -0.376, -1.667], [-6.521, -0.671, 0.458], [-6.503, -2.153, -0.486]],
  "gap_ev": 7.61,
  "smiles": "CCc1ccc2[nH]c(=O)c(CN(C[C@H]3CCCO3)C(=S)NCc3ccco3)cc2c1",
  "lumo_ev": 0.0
}


Q: Which of them is the most stable? A: version a.